# 1
Formula: HgI
Source: the OMol25 dataset
Level of theory: ωB97M-V/def2-TZVPD

Results
- LUMO (alpha / beta): 0.30 / -2.84 eV
- E_HOMO (alpha / beta): -8.86 / -9.46 eV
- Gap between HOMO and LUMO (alpha / beta): 9.16 / 6.62 eV
- <S²>: 0.76
- 2S+1: 2

XYZ file:
```
2
Properties=species:S:1:pos:R:3:forces:R:3
Hg -0.666908 1.276374 -0.081871 0.2189 -0.4197 0.0265
I 0.666908 -1.276374 0.081871 -0.2189 0.4197 -0.0265
```
Positions in Å, forces in eV/Å.

# 2
Formula: C7H39NO13
Source: the OMol25 dataset
Level of theory: ωB97M-V/def2-TZVPD

Results
- LUMO: -0.29 eV
- E_HOMO: -8.65 eV
- Gap between HOMO and LUMO: 8.36 eV
- 2S+1: 1

XYZ file:
```
60
Properties=species:S:1:pos:R:3:forces:R:3
C 0.250836 0.737406 0.796234 -0.7715 0.2043 1.2924
C 1.226670 1.922477 0.857336 -0.6369 1.7288 -2.4100
C 1.699168 2.179720 -0.586233 0.0556 -0.2369 0.4401
C 2.741062 1.549311 -1.129870 -1.2125 0.4803 0.2497
C 0.841750 3.083281 -1.410393 1.2271 2.0472 -1.7294
C -0.121526 2.419517 -2.332873 -0.6227 -2.1187 -0.0055
C -0.310925 2.584805 -3.640108 1.0195 0.4209 1.2946
N 0.377761 -0.149689 1.978253 -0.6907 -0.2630 -1.0873
H -0.805361 1.122680 0.833342 0.9209 -0.2626 -0.3217
H 0.370066 0.202289 -0.155428 -0.0819 -0.1168 0.5887
H 2.137276 1.910426 1.450898 -0.3178 -0.6712 0.5656
H 0.613412 2.837760 1.064630 0.8077 -0.6543 0.4985
H 3.255697 0.806395 -0.568242 0.7065 -0.3246 0.2885
H 2.943626 1.696341 -2.176119 0.3076 -0.0348 -0.2195
H 0.492469 3.985093 -0.898807 -0.8176 -0.5677 0.7120
H 1.519076 3.661337 -2.076226 0.0828 -0.5291 -0.0714
H -0.626368 1.497146 -1.978822 0.4258 0.9543 0.2951
H 0.312438 3.321110 -4.134699 -0.4847 0.0248 -0.6108
H -0.967328 1.865168 -4.092102 -0.0663 0.2316 -0.7527
H 1.093037 -0.826354 1.753444 0.3145 -0.0140 0.5686
H 0.627788 0.433129 2.759309 0.4530 -0.2195 0.2683
H -0.656679 -3.810740 3.726199 -0.0647 0.0391 0.0002
H -1.914692 -3.966556 2.857692 0.1886 -0.0230 -0.0576
O -1.008523 -4.282011 2.964551 -0.1428 -0.0124 0.1837
H -0.131056 2.903508 3.186748 -0.2778 0.1923 -0.3189
H -1.237841 3.675058 3.812720 -0.1262 0.1580 0.0560
O -0.819523 3.550868 2.954870 0.4960 -0.1036 0.2539
H 4.054884 -3.442812 0.963244 -0.3485 -0.0732 -0.0989
H 2.537025 -3.371733 0.607217 0.2681 -0.2942 0.1382
O 3.410049 -2.979457 0.409659 -1.3233 -2.4170 1.2963
H 1.320098 -1.223010 -1.724023 0.0078 -0.2477 0.1153
H 2.088844 -2.478680 -2.224555 0.0179 -0.0965 0.3105
O 1.902491 -1.556685 -2.418975 0.1650 0.3134 0.0962
H 4.116196 -0.988141 -1.188038 0.3239 0.3056 -0.1688
H 4.154196 -1.990173 -0.117768 0.2147 0.6691 -0.0400
O 4.611308 -1.177697 -0.382147 0.8107 1.5020 -1.0544
H -1.982168 -0.563812 -2.488223 -0.2200 0.3567 0.4387
H -2.562116 0.341501 -1.276846 0.7921 -0.4444 -0.7318
O -2.003122 -0.436008 -1.527983 -0.2127 -0.6274 0.1211
H 1.008775 -1.746894 -3.835333 -0.0020 0.1371 -0.7596
H 0.021224 -2.598715 -4.636171 0.0584 0.0823 -0.2190
O 0.660240 -1.885425 -4.750407 -0.2705 -0.2086 0.5172
H -4.610399 -2.825733 -0.170588 0.4285 -0.5373 0.2331
H -4.214085 -1.442370 -0.142708 0.7187 0.4186 0.0924
O -3.839548 -2.300194 0.092294 -1.0484 -0.0362 -0.2412
H -2.209117 2.380112 -0.275437 0.6926 -0.7903 -0.2661
H -3.386535 2.468907 -0.993219 -0.0422 -0.6359 -0.8536
O -2.546393 1.973176 -1.100365 -1.7130 2.1587 1.5033
H -2.473682 1.363907 4.521431 0.0210 -0.1184 -0.0095
H -1.477121 0.365166 3.930721 0.0322 -0.0156 -0.1828
O -1.532934 1.210298 4.391429 0.0059 -0.0773 0.2134
H -0.977425 -1.843260 0.106302 0.6884 0.7815 0.3851
H -0.832794 -2.978950 -0.680622 0.6916 -0.3810 -0.4431
O -0.227536 -2.378730 -0.212522 -1.5537 0.0069 -0.4217
H 0.626756 -3.632178 0.488520 -0.5163 -0.4005 0.6818
H 0.454122 -4.620520 1.708002 -0.2413 0.3576 -0.2010
O 0.945264 -4.466230 0.891097 0.9278 -0.0678 -0.3702
H -2.198114 2.783364 2.088711 -0.1711 -0.0303 0.0021
H -3.685947 2.647178 2.417556 -0.1611 0.0465 -0.0743
O -3.054760 2.484327 1.713419 0.2670 0.0340 0.0201
```
Positions in Å, forces in eV/Å.

# 3
Formula: C48H51BINO2P2Sb2Sn
Source: the OMol25 dataset
Level of theory: ωB97M-V/def2-TZVPD

Results
- LUMO (alpha / beta): -7.20 / -6.73 eV
- E_HOMO (alpha / beta): -11.88 / -11.79 eV
- Gap between HOMO and LUMO (alpha / beta): 4.68 / 5.06 eV
- Net charge: +2
- 2S+1: 1

XYZ file:
```
109
Properties=species:S:1:pos:R:3:forces:R:3
Sn 0.879335 -0.321077 0.502453 -0.0382 0.5122 0.4684
I 2.609319 -2.295497 1.897772 0.1358 -0.1090 0.0496
C 2.257744 -1.342778 3.732835 -0.0042 -0.0490 -0.0958
C 3.005207 -1.703208 4.780231 -0.0075 0.0486 -0.0646
C 2.764989 -1.107375 6.080817 0.0547 0.0135 0.1034
C 1.775561 -0.226496 6.247719 -0.0007 -0.0001 0.0057
C 0.895272 0.155674 5.151060 0.0469 -0.1152 -0.0368
C -0.112420 1.005499 5.363855 -0.0448 0.0697 0.1077
C -1.164884 1.308159 4.360212 -0.0677 0.0844 -0.1923
C -0.855201 0.748484 2.935799 0.3031 -0.1172 0.1496
C 0.425196 -0.009397 2.716418 -0.0356 0.0369 -0.0743
C 1.148419 -0.393391 3.790600 -0.0789 0.0921 -0.1709
H 3.791608 -2.438773 4.679813 -0.0060 -0.0109 0.0070
H 3.391719 -1.405019 6.909597 0.0110 0.0009 -0.0095
H 1.574700 0.198836 7.222794 0.0048 0.0276 -0.0105
H -0.231099 1.443959 6.347589 0.0074 -0.0407 0.0039
H -2.076457 0.799708 4.693599 0.0337 -0.0708 0.0118
H -1.668012 0.068289 2.674365 -0.0855 0.0764 -0.1209
C 3.136355 -4.282545 -1.187232 -0.0266 0.1007 0.0646
Sb 1.383852 -3.188647 -1.775737 0.0168 -0.3353 -0.3245
C 0.004837 -4.807074 -1.521297 0.0601 0.0784 0.0126
C 1.752855 -3.495239 -3.929841 -0.1090 0.0525 0.2326
C 0.540165 -3.603738 -4.798237 -0.0940 0.0390 0.0937
C -0.062922 -4.850842 -4.972199 0.0150 0.0076 -0.0110
C -1.172911 -5.020033 -5.783268 0.0112 0.0059 0.0136
C -1.691560 -3.930868 -6.468640 -0.0257 0.0114 0.0470
C -1.099134 -2.687650 -6.314349 -0.0614 0.0406 0.0342
C -0.004032 -2.496649 -5.471273 -0.0277 -0.1176 0.0743
C 0.590310 -1.128292 -5.358180 0.0323 0.0406 0.0554
Sb 0.345362 -0.034563 -3.497050 0.1785 0.1704 -0.0503
C -3.180972 0.655507 -4.132227 0.1709 0.1094 0.0847
C 0.467252 1.828229 -4.547388 0.0178 -0.0290 0.1933
H 3.296216 -5.103614 -1.883970 -0.0080 -0.0202 0.0171
H 2.996084 -4.691732 -0.186698 0.0014 -0.0298 -0.0130
H 4.012532 -3.635908 -1.185844 0.0137 -0.0136 -0.0143
H 0.489826 -5.749915 -1.769497 -0.0215 -0.0075 -0.0114
H -0.862029 -4.660575 -2.163691 -0.0043 -0.0063 -0.0009
H -0.321620 -4.828286 -0.482379 -0.0087 -0.0136 -0.0052
H 2.319729 -4.425186 -3.945404 0.0130 0.0031 -0.0747
H 2.410209 -2.690826 -4.253929 0.1225 -0.0394 0.0239
H 0.373383 -5.711975 -4.479870 -0.0242 -0.0028 0.0211
H -1.612590 -6.001269 -5.902982 0.0163 -0.0014 -0.0020
H -2.536607 -4.051539 -7.133917 0.0245 -0.0001 -0.0096
H -1.472052 -1.848811 -6.891823 -0.0270 0.0434 0.0297
H 0.219260 -0.469675 -6.143309 0.0120 -0.0210 -0.0252
H 1.681596 -1.165385 -5.452456 -0.0055 0.0900 -0.0645
H -2.691141 0.279681 -5.027331 0.0686 -0.0483 -0.1148
H -2.802675 1.652872 -3.904114 0.0501 -0.0512 -0.0317
H -4.252700 0.729250 -4.318526 0.0380 -0.0294 -0.0079
H -0.359663 1.915556 -5.249542 -0.0405 0.0045 -0.0469
H 1.402709 1.814036 -5.109651 -0.0142 0.0152 -0.0282
H 0.468956 2.670981 -3.860937 -0.0312 -0.0079 0.0185
O -0.859644 1.824476 1.892435 -0.1650 -0.0220 -0.0165
P -2.196036 2.653183 1.711896 0.4214 -0.0858 -0.0798
C -3.387137 1.719566 0.736880 -0.0684 0.0035 -0.0522
P -2.882506 1.703535 -1.021262 0.0941 0.1554 0.0195
O -1.398392 1.748895 -1.155216 0.0484 -0.1725 -0.1144
C -3.725146 3.076786 -1.803059 -0.0621 -0.1068 -0.0903
C -5.116657 3.097315 -1.908664 0.0535 0.0386 0.0331
C -5.738452 4.136431 -2.580329 -0.0222 -0.0102 0.0106
C -4.972339 5.147230 -3.150457 0.0152 0.0053 -0.0029
C -3.588657 5.129040 -3.041217 -0.0175 0.0021 -0.0132
C -2.959822 4.090615 -2.370694 0.0448 -0.0173 0.0149
C -3.549962 0.166554 -1.703617 0.1633 0.0936 -0.1570
C -2.919519 -0.316739 -2.948657 -0.9994 -0.0824 -0.0156
C -3.283508 -1.681842 -3.322234 0.0795 0.0802 0.0556
C -4.236351 -2.396558 -2.654578 -0.0366 -0.0632 0.0544
C -4.905213 -1.821225 -1.570688 0.0024 0.0928 -0.0739
C -4.538119 -0.546570 -1.095171 0.0057 -0.2546 0.1865
C -2.725891 2.924191 3.352343 -0.2118 0.0168 -0.0005
C -4.016176 3.114123 3.771144 0.0804 -0.0556 -0.1058
C -4.293350 3.390291 5.114269 -0.0527 -0.0005 0.0545
C -3.227132 3.550811 6.034245 0.0380 0.0337 0.0078
C -1.941436 3.335416 5.668701 -0.0031 0.0190 -0.0237
C -1.572744 2.826947 4.315085 0.0631 -0.0798 0.0393
C -1.756344 4.166712 0.891623 -0.0653 0.0578 0.1331
C -2.736476 5.159728 0.836950 0.0682 -0.0190 0.0400
C -2.444024 6.374751 0.243269 0.0046 0.0109 -0.0087
C -1.176292 6.595790 -0.281208 -0.0284 0.0002 0.0134
C -0.201613 5.608290 -0.217567 0.0316 -0.0023 -0.0095
C -0.484462 4.385837 0.371397 -0.0105 -0.0411 -0.0132
H -4.376265 2.173698 0.846580 -0.0097 -0.0391 0.0418
H -3.416310 0.699040 1.137754 -0.0204 0.0112 0.0796
H -5.713363 2.299096 -1.479054 -0.0271 0.0022 -0.0225
H -6.816149 4.155489 -2.670288 0.0007 0.0024 -0.0007
H -5.459177 5.948626 -3.690094 -0.0042 0.0142 0.0216
H -3.000144 5.922920 -3.481764 0.0046 -0.0069 -0.0078
H -1.880295 4.058482 -2.278247 -0.0093 0.0034 -0.0070
H -1.772208 -0.280642 -2.817459 0.3347 -0.0495 -0.0479
H -2.785279 -2.104451 -4.188022 -0.0087 -0.0479 -0.0743
H -4.499694 -3.395023 -2.976395 0.0208 0.0057 -0.0195
H -5.705100 -2.362988 -1.084015 0.0503 0.0019 0.0689
H -5.036504 -0.168269 -0.211831 0.0238 -0.0561 0.0403
H -4.835811 3.065165 3.062390 -0.0173 0.0231 0.0228
H -5.314188 3.533031 5.437505 -0.0019 -0.0053 -0.0104
H -3.450079 3.879916 7.040458 0.0004 -0.0087 0.0022
H -1.137254 3.517212 6.369177 -0.0296 -0.0158 0.0315
H -0.693203 3.365686 3.941585 -0.0348 0.0898 0.0271
H -3.716606 4.991627 1.271080 -0.0106 0.0299 -0.0129
H -3.195429 7.151275 0.200224 -0.0019 -0.0019 -0.0019
H -0.943342 7.551436 -0.732087 0.0036 -0.0012 -0.0054
H 0.784810 5.795917 -0.620183 0.0012 -0.0017 0.0105
H 0.264801 3.607528 0.427493 -0.0070 0.0154 -0.0309
B -3.258845 -2.152182 1.858769 -0.2505 -0.0629 -0.0035
C -1.973070 -1.793917 1.056880 0.1951 0.0000 0.0031
N -0.970556 -1.483884 0.565142 -0.2285 -0.1119 -0.2556
H -2.862279 -2.628539 2.893250 0.0064 0.0374 0.0284
H -3.923984 -2.934884 1.226538 -0.0186 0.0316 -0.0594
H -3.851276 -1.102895 2.049888 0.0053 0.0565 -0.0153
```
Positions in Å, forces in eV/Å.

Number 1: energy -451.114105 Eh, molar mass 327.49 g mol⁻¹. Number 2: energy -1322.866822 Eh, molar mass 345.38 g mol⁻¹. Number 3: energy -3764.319327 Eh, molar mass 1235.84 g mol⁻¹.